Molecular formula: C20H32FO14S
Method: DFT, ωB97M-V with the def2-TZVPD basis set

The orbital gap is 9.505 eV. For the total energy, the calculation gives -2332.5182 Eh. Its HOMO energy is -0.2643 Eh. As for the net charge: -1. For the relative energy (zero: lowest compared OMol25 entry of this formula, charge and spin), the calculation gives 2.515 eV.

Geometry (Å):
F  0.11  0.50  -0.82
C  2.17  3.81  -1.19
C  3.22  2.57  -1.33
C  2.92  1.53  -2.44
O  4.14  1.01  -2.67
C  5.04  1.92  -2.29
O  6.19  1.85  -2.74
O  4.51  2.82  -1.66
H  2.30  4.57  -1.97
H  2.40  4.53  -0.56
H  1.15  3.36  -0.98
H  3.12  1.95  -0.43
H  2.50  2.07  -3.49
H  1.96  1.03  -2.10
C  1.56  1.94  3.08
C  0.31  2.21  2.06
C  -0.75  1.10  2.36
O  -1.75  1.96  2.87
C  -1.45  3.22  2.91
O  -2.22  4.08  3.30
O  -0.24  3.45  2.35
H  1.42  1.77  4.13
H  2.29  2.81  3.09
H  2.15  0.94  2.76
H  0.57  1.84  0.99
H  -0.37  0.40  2.99
H  -1.08  0.81  1.46
C  -3.35  2.67  -0.83
C  -3.49  1.26  -0.34
C  -4.32  1.15  1.03
O  -5.49  0.37  0.61
C  -5.42  0.12  -0.70
O  -6.28  -0.55  -1.24
O  -4.29  0.56  -1.15
H  -4.47  3.16  -1.24
H  -2.53  2.72  -1.56
H  -2.86  3.23  0.14
H  -2.47  1.08  -0.25
H  -4.58  2.11  1.35
H  -3.81  0.68  1.73
C  2.84  -2.95  -1.34
C  3.19  -1.82  -0.30
C  2.13  -1.68  0.69
O  2.56  -1.91  1.96
C  3.85  -2.12  1.91
O  4.53  -2.39  2.85
O  4.31  -2.03  0.54
H  1.93  -2.61  -2.15
H  2.76  -3.82  -0.84
H  3.80  -2.89  -2.02
H  3.26  -0.82  -0.75
H  1.21  -2.12  0.39
H  1.62  -0.65  0.55
C  -2.00  -2.14  -0.16
C  -1.16  -2.58  -1.39
C  -1.62  -3.97  -1.88
S  -2.20  -4.79  -0.41
O  -1.17  -5.67  -0.01
O  -3.70  -5.07  -0.54
C  -2.14  -3.37  0.60
H  -2.93  -1.60  -0.44
H  -1.19  -1.66  0.41
H  -0.19  -2.66  -0.82
H  -0.89  -1.69  -2.11
H  -0.89  -4.66  -2.33
H  -2.47  -3.96  -2.44
H  -1.28  -3.68  1.28
H  -2.98  -3.29  1.49



Molecular formula: C4H7NO2
Method: DFT, ωB97M-V with the def2-TZVPD basis set

The orbital gap is 11.132 eV. For the total energy, the calculation gives -361.8365 Eh. Its SMILES is [H]/N=C1/CO[C@H](C)O1. Its HOMO energy is -0.3748 Eh. For the relative energy (zero: lowest compared OMol25 entry of this formula, charge and spin), the calculation gives 1.206 eV.

Geometry (Å):
H  2.32  1.81  -0.13
N  2.40  0.84  -0.45
C  1.40  0.19  -0.05
C  1.04  -1.24  -0.35
O  -0.38  -1.23  -0.28
C  -0.75  -0.17  0.57
C  -1.86  0.64  -0.05
O  0.39  0.67  0.73
H  1.35  -1.56  -1.35
H  1.47  -1.92  0.40
H  -1.01  -0.57  1.57
H  -2.16  1.44  0.63
H  -2.73  0.02  -0.28
H  -1.48  1.09  -0.97



Molecular formula: C7H11N4
Method: DFT, ωB97M-V with the def2-TZVPD basis set

The orbital gap (spin up / spin down) is 6.282 / 5.889 eV. As for the multiplicity: 3. For the total energy, the calculation gives -491.8137 Eh. Its HOMO energy (spin up / spin down) is -0.3543 / -0.4901 Eh. As for the net charge: +1. Its expectation value of S² is 2.009. For the relative energy (zero: lowest compared OMol25 entry of this formula, charge and spin), the calculation gives 4.413 eV.

Geometry (Å):
C  -2.92  0.17  -1.35
C  0.69  -2.53  -0.62
C  1.45  0.50  -0.60
C  -0.16  2.12  -0.35
C  -0.48  0.00  1.20
C  0.33  -0.36  -0.04
C  -0.89  0.80  -0.08
N  -0.11  -1.56  -0.56
N  -1.96  0.43  -0.79
N  1.22  1.86  -0.12
N  -1.26  -0.97  1.73
H  -3.61  0.23  -2.20
H  0.28  -3.46  -0.77
H  1.60  -2.47  -0.13
H  2.42  0.12  -0.22
H  1.44  0.59  -1.76
H  -0.16  2.27  -1.51
H  -0.41  3.14  0.25
H  -0.01  0.61  1.98
H  1.38  1.89  0.82
H  -1.73  -0.84  2.56
H  -1.62  -1.58  0.98



Molecular formula: C23H32CrN4O15P2S2
Method: DFT, ωB97M-V with the def2-TZVPD basis set

The orbital gap (spin up / spin down) is 6.919 / 6.784 eV. As for the multiplicity: 4. For the total energy, the calculation gives -4767.2145 Eh. Its HOMO energy (spin up / spin down) is -0.2168 / -0.2168 Eh. As for the net charge: -1. Its expectation value of S² is 3.775. For the relative energy (zero: lowest compared OMol25 entry of this formula, charge and spin), the calculation gives 1.329 eV.

Geometry (Å):
Cr  8.21  17.49  10.13
O  4.41  16.54  9.69
C  5.41  16.87  10.28
O  6.62  16.42  10.04
C  5.33  17.80  11.55
C  6.31  17.06  12.51
C  6.02  17.51  13.92
C  6.70  18.90  13.98
C  7.17  19.07  12.48
O  7.53  17.70  12.15
C  5.94  19.26  11.58
C  6.37  19.75  10.18
O  5.79  20.68  9.59
O  7.33  19.08  9.61
H  4.31  17.79  11.93
H  6.31  16.00  12.41
H  4.96  17.47  14.14
H  6.53  16.80  14.55
H  6.11  19.67  14.43
H  7.59  18.83  14.58
H  7.96  19.79  12.36
H  5.24  19.99  11.97
N  10.67  20.82  8.55
C  10.71  20.99  10.07
C  9.38  21.59  10.52
P  11.07  19.22  10.71
O  11.49  19.39  12.19
O  12.02  18.59  9.83
O  9.68  18.56  10.84
P  12.10  22.15  10.54
O  11.27  23.52  10.91
O  12.67  21.59  11.77
O  12.84  22.44  9.30
H  10.96  19.83  8.30
H  11.38  21.53  8.19
H  9.72  20.98  8.16
H  8.60  20.94  10.28
H  9.22  22.58  10.03
H  9.30  21.72  11.59
H  12.22  20.06  12.27
H  11.14  23.49  11.87
O  7.80  8.83  10.24
S  8.98  8.13  9.81
O  8.85  7.57  8.50
O  9.63  7.28  10.79
C  10.29  9.45  9.60
N  11.44  9.14  8.97
C  12.28  10.08  8.67
C  12.05  11.45  9.00
C  10.84  11.70  9.62
N  10.00  10.74  9.97
C  10.39  13.06  9.88
C  11.15  14.22  9.94
C  10.60  15.47  9.99
N  9.23  15.56  10.11
C  8.49  14.44  10.22
C  9.03  13.20  10.15
H  13.17  9.84  8.08
H  12.75  12.26  8.64
H  12.22  14.13  9.86
H  11.15  16.38  9.98
H  7.46  14.67  10.27
H  8.38  12.35  10.31
C  5.79  17.69  6.92
C  7.23  18.27  6.82
S  8.53  17.37  7.75
O  9.86  17.94  7.36
C  8.49  15.67  7.17
C  8.80  15.63  5.60
H  5.77  16.58  6.85
H  5.14  18.00  6.11
H  5.31  18.04  7.85
H  7.38  19.14  7.42
H  7.71  18.36  5.85
H  7.58  15.12  7.45
H  9.28  15.18  7.80
H  7.99  16.02  4.93
H  8.65  14.63  5.23
H  9.77  15.97  5.29



Molecular formula: CH3N6S
Method: DFT, ωB97M-V with the def2-TZVPD basis set

The orbital gap (spin up / spin down) is 7.782 / 7.783 eV. For the total energy, the calculation gives -766.1155 Eh. Its SMILES is C/N=N/N=N\S[N+]#N. Its HOMO energy (spin up / spin down) is -0.5220 / -0.5220 Eh. As for the net charge: +1. For the relative energy (zero: lowest compared OMol25 entry of this formula, charge and spin), the calculation gives 1.510 eV.

Geometry (Å):
C  0.54  -0.01  -0.07
N  -0.03  1.27  0.19
N  -0.36  1.58  1.30
N  -0.99  2.47  1.81
N  -1.23  3.30  2.61
S  0.17  4.43  3.53
N  0.65  3.11  4.19
N  1.07  2.15  4.58
H  -0.18  -0.61  -0.64
H  0.78  -0.51  0.88
H  1.21  0.03  -0.92



Molecular formula: CH5NOS2
Method: DFT, ωB97M-V with the def2-TZVPD basis set

The orbital gap (spin up / spin down) is 8.599 / 4.558 eV. As for the multiplicity: 2. For the total energy, the calculation gives -967.1409 Eh. Its HOMO energy (spin up / spin down) is -0.5024 / -0.5023 Eh. As for the net charge: +1. Its expectation value of S² is 0.755. For the relative energy (zero: lowest compared OMol25 entry of this formula, charge and spin), the calculation gives 0.627 eV.

Geometry (Å):
S  2.58  -0.31  1.15
S  1.04  -0.28  -0.11
H  3.46  0.34  0.36
H  0.10  0.33  0.68
C  -2.60  0.10  -0.39
N  -2.75  0.25  -1.71
O  -2.22  1.03  0.31
H  -2.73  -0.92  -0.01
H  -2.60  1.14  -2.16
H  -2.98  -0.50  -2.35



Molecular formula: H26O13
Method: DFT, ωB97M-V with the def2-TZVPD basis set

The orbital gap is 9.248 eV. For the total energy, the calculation gives -993.7017 Eh. Its HOMO energy is -0.3636 Eh. For the relative energy (zero: lowest compared OMol25 entry of this formula, charge and spin), the calculation gives 1.946 eV.

Geometry (Å):
O  4.92  -14.82  10.20
H  4.85  -13.86  10.19
H  4.35  -15.12  9.48
O  6.16  -16.86  11.93
H  5.99  -16.01  11.50
H  5.79  -16.77  12.82
O  3.86  -16.95  5.72
H  3.09  -17.10  5.16
H  4.30  -17.81  5.79
O  7.51  -19.07  4.47
H  6.92  -18.31  4.64
H  8.00  -18.82  3.68
O  5.58  -19.84  10.39
H  5.13  -20.69  10.48
H  5.63  -19.68  9.44
O  3.90  -14.92  7.50
H  3.95  -15.58  6.77
H  3.44  -14.17  7.12
O  6.18  -16.68  4.20
H  5.71  -16.21  3.51
H  5.46  -16.90  4.84
O  8.28  -17.83  10.49
H  7.47  -17.60  10.99
H  8.21  -17.32  9.68
O  6.91  -17.07  7.73
H  6.30  -16.85  8.43
H  6.51  -17.84  7.28
O  6.75  -13.58  7.12
H  6.71  -13.25  8.02
H  6.46  -14.50  7.19
O  3.62  -17.60  10.61
H  4.08  -16.95  11.15
H  4.31  -18.23  10.37
O  6.07  -19.47  6.82
H  5.29  -20.03  6.71
H  6.80  -19.98  6.43
O  9.72  -17.61  5.73
H  8.85  -17.52  6.15
H  9.58  -18.26  5.04



Molecular formula: C32H30MgN10S3
Method: DFT, ωB97M-V with the def2-TZVPD basis set

The orbital gap is 6.309 eV. For the total energy, the calculation gives -3179.6549 Eh. Its HOMO energy is -0.2480 Eh. For the relative energy (zero: lowest compared OMol25 entry of this formula, charge and spin), the calculation gives 0.000 eV.

Geometry (Å):
Mg  0.25  1.20  -0.94
S  -1.99  1.32  0.32
C  -1.41  0.80  1.94
N  -1.92  1.08  3.07
N  -2.88  1.96  3.01
C  -3.56  2.55  4.07
C  -4.44  3.54  3.77
C  -5.35  3.91  4.77
C  -5.13  3.55  6.10
C  -4.07  2.73  6.40
C  -3.20  2.19  5.46
N  -0.37  -0.15  2.16
N  0.46  -0.24  1.22
C  1.49  -1.21  1.47
C  2.82  -0.81  1.23
C  3.83  -1.68  1.50
C  3.56  -2.96  2.07
C  2.25  -3.30  2.37
C  1.17  -2.39  2.06
H  -2.91  2.46  2.13
H  -4.65  3.75  2.69
H  -6.27  4.58  4.56
H  -5.74  3.94  6.89
H  -3.73  2.53  7.44
H  -2.31  1.65  5.55
H  3.04  0.17  0.85
H  4.87  -1.45  1.40
H  4.34  -3.64  2.35
H  2.03  -4.28  2.88
H  0.18  -2.69  2.35
C  1.63  -2.18  -2.01
C  2.50  -0.99  -2.01
N  2.22  0.21  -1.50
C  3.40  0.95  -1.56
C  4.32  0.27  -2.30
N  3.80  -0.97  -2.53
H  0.85  -2.13  -2.77
H  1.08  -2.22  -1.00
H  2.22  -3.07  -1.93
H  3.44  1.97  -1.18
H  5.26  0.56  -2.79
H  4.21  -1.66  -3.14
S  -1.55  -2.88  -5.94
C  -1.40  -1.72  -4.56
C  -0.67  -0.58  -4.72
C  -0.37  0.34  -3.72
N  -0.81  0.11  -2.44
C  -1.70  -0.93  -2.30
C  -2.04  -1.82  -3.30
C  -2.11  -4.46  -5.11
C  -3.29  -5.10  -5.34
C  -3.64  -6.12  -4.43
N  -2.87  -6.56  -3.42
C  -1.66  -6.09  -3.38
C  -1.26  -4.97  -4.12
H  -0.10  -0.45  -5.62
H  0.20  1.21  -3.91
H  -2.11  -0.92  -1.29
H  -2.71  -2.68  -3.10
H  -3.93  -4.97  -6.19
H  -4.58  -6.58  -4.43
H  -0.94  -6.41  -2.58
H  -0.30  -4.52  -3.98
C  3.16  6.14  1.90
C  2.63  4.83  1.37
C  2.98  3.70  2.11
C  2.33  2.56  1.71
N  1.69  2.48  0.56
C  1.59  3.60  -0.16
S  0.74  3.37  -1.66
N  1.94  4.82  0.27
H  4.19  6.19  1.60
H  2.98  6.18  2.97
H  2.56  6.88  1.32
H  3.45  3.91  3.10
H  2.31  1.62  2.31



Molecular formula: C4H8O
Method: DFT, ωB97M-V with the def2-TZVPD basis set

The orbital gap (spin up / spin down) is 4.751 / 6.212 eV. As for the multiplicity: 2. For the total energy, the calculation gives -232.2618 Eh. Its HOMO energy (spin up / spin down) is -0.0025 / -0.0599 Eh. As for the net charge: -1. Its expectation value of S² is 0.757. For the relative energy (zero: lowest compared OMol25 entry of this formula, charge and spin), the calculation gives 3.598 eV.

Geometry (Å):
C  -0.94  0.63  -1.66
C  0.23  -0.14  -1.13
C  0.24  -0.29  0.32
O  -0.89  -0.09  1.13
C  1.44  -0.31  1.29
H  -0.78  1.75  -1.54
H  -1.16  0.43  -2.73
H  -1.85  0.30  -1.13
H  0.48  -1.09  -1.75
H  -0.45  0.76  0.50
H  2.40  -0.06  0.80
H  1.19  0.50  2.02
H  1.55  -1.28  1.87



Molecular formula: CH6NS2
Method: DFT, ωB97M-V with the def2-TZVPD basis set

The orbital gap is 5.214 eV. For the total energy, the calculation gives -892.5216 Eh. Its HOMO energy is -0.4146 Eh. As for the net charge: +1. For the relative energy (zero: lowest compared OMol25 entry of this formula, charge and spin), the calculation gives 0.670 eV.

Geometry (Å):
C  -0.72  -0.72  -0.74
N  -1.47  -1.66  -0.28
S  2.19  1.75  1.76
S  2.13  3.40  0.54
H  -1.13  0.00  -1.44
H  0.30  -0.64  -0.43
H  0.92  3.80  0.93
H  -1.12  -2.35  0.37
H  -2.45  -1.74  -0.55
H  3.51  1.59  1.68



Molecular formula: C29H47BrN2OP2Sr
Method: DFT, ωB97M-V with the def2-TZVPD basis set

The orbital gap is 6.280 eV. For the total energy, the calculation gives -4604.8349 Eh. Its HOMO energy is -0.4661 Eh. As for the net charge: +2. For the relative energy (zero: lowest compared OMol25 entry of this formula, charge and spin), the calculation gives 2.372 eV.

Geometry (Å):
C  -3.95  -0.90  -5.86
C  -3.20  0.28  -5.67
C  -3.17  1.22  -6.72
C  -3.92  0.95  -7.87
N  -4.63  -0.16  -8.02
C  -4.67  -1.06  -7.05
C  -2.59  0.56  -4.38
C  -2.53  0.95  -3.19
C  -2.51  1.51  -1.88
C  -2.77  0.75  -0.72
C  -2.46  1.26  0.52
C  -1.72  2.50  0.64
C  -2.03  3.39  -0.46
C  -2.31  2.89  -1.71
Sr  -0.40  0.00  -3.52
P  -1.66  3.24  2.41
H  -2.66  2.18  -6.63
H  -4.06  -1.65  -5.07
H  -3.95  1.67  -8.69
H  -5.29  -1.94  -7.19
H  -2.45  3.54  -2.57
H  -3.26  -0.21  -0.86
H  -2.05  4.46  -0.30
H  -2.82  0.77  1.43
C  -0.30  2.66  3.52
C  0.52  3.75  4.16
H  0.37  2.04  2.90
H  -0.68  1.93  4.26
H  1.53  3.37  4.38
H  0.66  4.62  3.51
H  0.14  4.14  5.12
C  -1.83  5.04  2.22
C  -3.18  5.68  1.89
H  -1.08  5.34  1.48
H  -1.48  5.44  3.18
H  -3.06  6.78  1.90
H  -3.56  5.44  0.88
H  -3.97  5.45  2.61
C  -3.13  2.70  3.36
C  -3.10  3.31  4.77
H  -3.10  1.59  3.40
H  -4.04  2.97  2.80
H  -3.95  2.93  5.34
H  -2.18  3.02  5.31
H  -3.16  4.41  4.77
Br  0.66  2.45  0.71
P  1.72  2.83  -3.66
C  1.38  4.06  -2.31
C  2.54  4.88  -1.76
H  0.95  3.46  -1.49
H  0.60  4.75  -2.68
H  2.19  5.47  -0.89
H  3.38  4.27  -1.41
H  2.95  5.61  -2.48
C  2.47  1.43  -2.74
C  4.01  1.60  -2.80
H  2.23  0.48  -3.26
H  2.12  1.40  -1.69
H  4.53  0.82  -2.23
H  4.37  1.53  -3.84
H  4.36  2.57  -2.41
C  0.06  2.59  -4.38
C  -0.37  3.85  -5.15
H  -0.69  2.37  -3.60
H  0.13  1.75  -5.11
H  -1.18  3.60  -5.84
H  -0.71  4.63  -4.47
H  0.47  4.23  -5.74
C  -1.63  -4.31  0.42
N  -1.45  -3.57  -0.83
C  -1.98  -4.14  -2.06
C  -0.89  -2.37  -0.84
C  -0.31  -1.81  0.41
O  -0.83  -1.73  -1.95
H  -2.07  -5.28  0.18
H  -2.30  -3.78  1.11
H  -0.67  -4.46  0.93
H  -2.78  -3.52  -2.48
H  -1.20  -4.25  -2.82
H  -2.38  -5.12  -1.81
H  0.40  -2.51  0.88
H  0.22  -0.87  0.17
H  -1.09  -1.58  1.15



Molecular formula: C3H5ClN2
Method: DFT, ωB97M-V with the def2-TZVPD basis set

The orbital gap is 9.461 eV. For the total energy, the calculation gives -686.9114 Eh. Its SMILES is N/N=C\C=C/Cl. Its HOMO energy is -0.3277 Eh. For the relative energy (zero: lowest compared OMol25 entry of this formula, charge and spin), the calculation gives 2.301 eV.

Geometry (Å):
N  2.18  0.12  -0.10
N  1.30  -0.95  0.04
C  0.04  -1.00  -0.02
C  -0.70  0.31  -0.05
C  -2.02  0.64  -0.07
Cl  -3.34  -0.51  0.00
H  1.94  0.87  0.46
H  3.20  -0.08  0.07
H  -0.37  -2.14  -0.23
H  0.08  1.07  -0.23
H  -2.32  1.67  0.12